Entry 1:
22
Properties=species:S:1:pos:R:3 method="wB97M-V/def2-TZVPD" homo_ev="-17.971 / -17.970" spin_multiplicity=2 e_above_lowest_kj_mol=89.5 charge=+2 total_energy_ev=-10409.3472 homo_lumo_gap_ev="10.799 / 4.989"
O 0.11 -2.43 1.86
O 0.60 1.53 2.66
N -0.34 -0.68 -0.08
N -0.07 0.04 -2.88
C 0.69 0.96 -1.96
C 0.87 0.13 -0.64
C -1.56 0.18 0.20
H -0.73 -1.55 -0.54
H -2.36 0.11 -0.62
H -1.26 1.21 0.41
H 1.22 2.22 2.82
H -0.81 0.52 -3.38
H 1.66 1.35 -2.24
H -0.08 1.79 -1.89
H -0.45 -2.65 2.55
H -2.20 -0.10 1.12
H 0.10 -1.04 0.86
H 0.57 -0.57 -3.55
H 1.01 -2.65 2.29
H 0.31 1.38 3.60
H 1.07 0.84 0.16
H 1.68 -0.59 -0.75

***

Entry 2:
11
Properties=species:S:1:pos:R:3 method="wB97M-V/def2-TZVPD" homo_ev=-9.512 e_above_lowest_kj_mol=90.7 smiles=CNCC#N charge=0 total_energy_ev=-6187.6048 homo_lumo_gap_ev=10.391
N -0.44 -0.28 0.55
N 2.44 1.66 0.55
C 1.77 0.75 0.30
C 0.92 -0.43 0.05
C -1.48 -0.13 -0.44
H -2.39 0.22 0.05
H 1.42 -1.29 0.52
H 0.91 -0.62 -1.03
H -1.71 -1.10 -0.89
H -0.49 0.45 1.26
H -1.24 0.58 -1.26